Entry from the Open Molecules 2025 dataset: 7 unconnected molecules or ions with the total composition C20H44F3N2O6S6 at a distorted geometry (the ωB97M-V functional and the def2-TZVPD basis).

Geometry as ORCA input:
```
! RIJCOSX wB97M-V def2-TZVPD def2/J DEFGRID3
* xyz 1 1
F -1.8518 -2.5906 -2.6920
C -2.3003 -1.6779 -3.5484
F -1.7047 -1.7948 -4.7230
C -3.2461 -0.7895 -3.2381
F -4.2827 -1.2250 -2.4822
C -3.2764 0.6658 -3.5846
C -1.8795 1.2994 -3.6886
C -0.9052 0.8376 -2.6469
C 0.4321 0.6547 -2.8937
C 1.2008 0.1922 -1.8318
N 0.6556 -0.0406 -0.6628
N -0.6151 0.1547 -0.3315
C -1.3456 0.5814 -1.3272
H -3.9102 1.1704 -2.8548
H -3.7700 0.8118 -4.5500
H -1.9895 2.3833 -3.5923
H -1.4685 1.1165 -4.6814
H 0.8751 0.8276 -3.8633
H 2.2582 0.0098 -1.9283
H 1.2641 -0.3886 0.0752
H -2.3909 0.7550 -1.1044
C -3.0788 -1.4772 1.2216
S -4.3148 -1.9587 2.4429
O -4.7899 -0.6963 3.0769
C -3.1702 -2.7378 3.5783
H -3.5916 -0.9342 0.4276
H -2.3308 -0.8358 1.6878
H -2.6128 -2.3739 0.8111
H -2.4164 -2.0128 3.8872
H -2.7141 -3.5949 3.0845
H -3.7425 -3.0710 4.4409
C -5.9071 -6.3195 -0.0788
S -4.2375 -5.6880 0.0951
O -4.1783 -4.9960 1.4122
C -4.3860 -4.4065 -1.1552
H -6.0390 -7.1100 0.6566
H -6.6192 -5.5161 0.1083
H -6.0373 -6.7259 -1.0816
H -5.2058 -3.7367 -0.8942
H -4.5609 -4.8674 -2.1276
H -3.4492 -3.8547 -1.1764
C 4.6689 2.7782 -0.0530
S 4.6728 0.9959 -0.1083
O 3.2205 0.5677 -0.1402
C 5.2363 0.7270 1.5673
H 4.3054 3.1421 -1.0101
H 4.0153 3.1104 0.7538
H 5.6894 3.1230 0.0991
H 4.5507 1.2010 2.2695
H 6.2377 1.1414 1.6758
H 5.2659 -0.3455 1.7471
C -5.1539 4.9362 0.6235
S -4.0897 3.5837 1.1303
O -2.8328 3.6674 0.3281
C -5.0941 2.2821 0.4088
H -4.6884 5.8638 0.9489
H -5.2588 4.9351 -0.4616
H -6.1255 4.8244 1.1034
H -5.2091 2.4600 -0.6624
H -6.0685 2.2676 0.8954
H -4.6022 1.3256 0.5768
C 3.5784 1.8632 6.5120
S 4.6321 0.4653 6.9177
O 5.8647 0.6032 6.0997
C 3.6154 -0.7813 6.1157
H 4.0602 2.7605 6.8937
H 3.4680 1.9327 5.4297
H 2.6068 1.7373 6.9897
H 3.5029 -0.5325 5.0601
H 2.6426 -0.8275 6.6052
H 4.1234 -1.7375 6.2197
C 7.5076 2.2761 -4.6900
S 6.5248 1.3449 -3.5149
O 6.6325 2.0495 -2.2062
C 7.6082 -0.0814 -3.4255
H 7.0171 3.2338 -4.8489
H 8.5049 2.4336 -4.2805
H 7.5594 1.7293 -5.6313
H 8.5987 0.2374 -3.1021
H 7.6582 -0.5599 -4.4034
H 7.1867 -0.7735 -2.6996
*
```

orbital gap = 6.4 eV
relative energy (zero: lowest compared OMol25 entry of this formula, charge and spin) = 0.00 kJ/mol
largest force on an atom = 1.23 eV/A
E_tot = -4037.6449 Eh
LUMO energy = -3.9 eV

---

Entry from the Open Molecules 2025 dataset: 5 unconnected molecules or ions with the total composition C20H44IN2O8S at a distorted geometry (the ωB97M-V functional and the def2-TZVPD basis).

Geometry as ORCA input:
```
! RIJCOSX wB97M-V def2-TZVPD def2/J DEFGRID3
* xyz 1 1
S -3.1239 -4.8451 -1.6381
C -1.7303 -4.4863 -2.7841
C -0.9388 -3.3338 -2.4778
C 0.1825 -3.1567 -3.4309
I 1.5918 -1.5927 -3.2361
C 0.1979 -4.1983 -4.4710
N -0.6187 -5.2093 -4.6799
N -1.5923 -5.3479 -3.8064
H -2.4794 -5.5262 -0.6281
H -1.1158 -2.6427 -1.6320
H 1.0357 -4.1192 -5.2021
H -2.2313 -6.1434 -3.9164
C 2.8808 2.5387 2.0433
O 3.3739 1.6746 1.0300
C 2.7913 0.3796 1.0855
C 1.7297 0.2094 0.0128
O 0.5982 1.0302 0.2668
C 0.5678 2.1898 -0.5541
H 3.2218 3.5497 1.8215
H 1.7883 2.5393 2.0785
H 3.2808 2.2405 3.0176
H 2.3791 0.1764 2.0783
H 3.5970 -0.3399 0.9017
H 1.3789 -0.8292 0.0280
H 2.1426 0.4129 -0.9817
H 0.3241 1.9120 -1.5862
H 1.5187 2.7263 -0.5309
H -0.2115 2.8522 -0.1789
C -1.3093 8.6362 -0.1561
O -2.4308 7.7777 -0.0173
C -2.3957 6.6834 -0.9240
C -1.9657 5.4041 -0.2283
O -0.6021 5.4681 0.1785
C -0.4627 5.7144 1.5690
H -1.3072 9.3291 0.6851
H -0.3694 8.0784 -0.1507
H -1.3904 9.2124 -1.0835
H -1.7451 6.9016 -1.7764
H -3.4144 6.5510 -1.3025
H -2.0481 4.5740 -0.9383
H -2.6168 5.1851 0.6236
H -0.7498 4.8242 2.1389
H -1.0645 6.5675 1.8903
H 0.5862 5.9338 1.7706
C 6.9973 -0.9320 0.9951
O 5.8675 -1.7812 1.1415
C 5.8971 -2.8816 0.2402
C 6.3176 -4.1599 0.9446
O 7.6772 -4.1012 1.3507
C 7.8230 -3.8466 2.7395
H 7.0066 -0.2336 1.8314
H 7.9317 -1.4980 1.0028
H 6.9195 -0.3613 0.0640
H 6.5496 -2.6719 -0.6128
H 4.8763 -3.0094 -0.1389
H 6.2313 -4.9937 0.2399
H 5.6636 -4.3692 1.7970
H 7.5321 -4.7305 3.3156
H 7.2281 -2.9869 3.0574
H 8.8735 -3.6333 2.9359
C -7.2486 -3.3848 -1.1201
O -6.6779 -3.5593 0.1671
C -5.4640 -2.8376 0.3279
C -5.6729 -1.5751 1.1459
O -6.4620 -0.6289 0.4386
C -7.8052 -0.5835 0.8986
H -8.2547 -3.8026 -1.1041
H -7.3141 -2.3289 -1.3938
H -6.6578 -3.9242 -1.8695
H -5.0169 -2.6034 -0.6438
H -4.7731 -3.4949 0.8685
H -4.6989 -1.1076 1.3253
H -6.1188 -1.8088 2.1172
H -7.8484 -0.1093 1.8837
H -8.2487 -1.5808 0.9498
H -8.3830 0.0178 0.1970
*
```

orbital gap = 5.1 eV
largest force on an atom = 4.08 eV/A
E_tot = -2195.2460 Eh
LUMO energy = -5.6 eV

---

Entry from the Open Molecules 2025 dataset: 6 unconnected molecules or ions with the total composition C20H44N4O8 at a distorted geometry (the ωB97M-V functional and the def2-TZVPD basis).

Geometry as ORCA input:
```
! RIJCOSX wB97M-V def2-TZVPD def2/J DEFGRID3
* xyz 0 1
C -6.9713 -2.4394 -4.3187
O -7.9395 -1.6483 -4.2755
N -7.1116 -3.6713 -4.8813
C -5.9899 -4.5274 -5.0334
C -8.4165 -4.3763 -5.0701
H -5.9668 -2.2471 -3.9109
H -5.7755 -4.9842 -5.9996
H -6.0447 -5.2339 -4.2053
H -5.0709 -3.9913 -4.7964
H -8.4621 -4.8706 -6.0405
H -8.9157 -4.9822 -4.3139
H -9.0766 -3.5258 -5.2403
C -2.6191 -1.1768 -0.3093
O -3.2972 -1.8072 -1.1118
N -3.0992 -0.4688 0.7491
C -2.2768 0.2581 1.6698
C -4.5179 -0.3588 0.8421
H -1.5389 -0.9673 -0.3489
H -2.2810 1.3023 1.3572
H -1.2517 -0.0445 1.8836
H -2.8960 0.3088 2.5654
H -4.9961 -0.4850 1.8134
H -4.9318 0.5874 0.4935
H -5.1229 -0.9647 0.1675
C -0.9850 -0.3987 8.4612
O -0.8801 -0.3443 7.2284
N -0.0361 -0.5499 9.4028
C -0.3663 -0.7411 10.7769
C 1.4378 -0.6009 8.9546
H -2.0037 -0.1756 8.8140
H -1.4427 -0.8899 10.8622
H -0.0286 0.1766 11.2584
H 0.2005 -1.5565 11.2266
H 2.0199 -0.1537 9.7604
H 1.7522 -1.6167 8.7151
H 1.6352 0.0626 8.1126
C 1.8377 1.5358 -3.8688
O 0.9533 1.6878 -3.0290
N 2.6077 2.4859 -4.4271
C 3.5534 2.2331 -5.4811
C 2.3560 3.8905 -4.0923
H 2.1042 0.5549 -4.2918
H 3.0122 2.1795 -6.4257
H 4.0815 1.2907 -5.3357
H 4.3684 2.9483 -5.5926
H 3.2419 4.5077 -3.9430
H 1.6386 4.2849 -4.8119
H 1.8886 3.9510 -3.1095
O 5.6468 6.3748 2.0788
C 5.1028 6.4980 0.9529
O 4.3280 5.5958 0.2488
C 3.9500 4.3260 0.8856
C 2.6599 4.4379 1.6844
C 5.3144 7.7459 0.2045
H 4.8236 3.9094 1.3868
H 3.5719 3.7140 0.0666
H 1.9619 5.0417 1.1044
H 2.9156 4.6936 2.7127
H 2.4107 3.3789 1.7514
H 4.4197 8.0878 -0.3158
H 6.2133 7.7035 -0.4105
H 5.5885 8.5635 0.8712
O 4.4830 -3.3152 -2.0097
C 3.4741 -3.2501 -1.3133
O 2.4032 -4.0886 -1.4933
C 2.2326 -4.8996 -2.6305
C 0.6900 -4.8709 -2.8103
C 3.4132 -2.4347 -0.0646
H 2.6142 -5.8777 -2.3372
H 2.7108 -4.5035 -3.5263
H 0.1860 -5.4735 -3.5659
H 0.2771 -3.8930 -3.0576
H 0.1566 -5.1750 -1.9097
H 4.3261 -2.4891 0.5284
H 2.5292 -2.8609 0.4097
H 3.2199 -1.3862 -0.2918
*
```

orbital gap = 9.4 eV
relative energy (zero: lowest compared OMol25 entry of this formula, charge and spin) = 257.09 kJ/mol
SMILES string = CCOC(C)=O.CCOC(C)=O.CN(C)C=O.CN(C)C=O.CN(C)C=O.CN(C)C=O
largest force on an atom = 4.01 eV/A
E_tot = -1609.3002 Eh
LUMO energy = 0.4 eV

---

Repeat the second record exactly.
Entry from the Open Molecules 2025 dataset: 5 unconnected molecules or ions with the total composition C20H44IN2O8S at a distorted geometry (the ωB97M-V functional and the def2-TZVPD basis).

Geometry as ORCA input:
```
! RIJCOSX wB97M-V def2-TZVPD def2/J DEFGRID3
* xyz 1 1
S -3.1239 -4.8451 -1.6381
C -1.7303 -4.4863 -2.7841
C -0.9388 -3.3338 -2.4778
C 0.1825 -3.1567 -3.4309
I 1.5918 -1.5927 -3.2361
C 0.1979 -4.1983 -4.4710
N -0.6187 -5.2093 -4.6799
N -1.5923 -5.3479 -3.8064
H -2.4794 -5.5262 -0.6281
H -1.1158 -2.6427 -1.6320
H 1.0357 -4.1192 -5.2021
H -2.2313 -6.1434 -3.9164
C 2.8808 2.5387 2.0433
O 3.3739 1.6746 1.0300
C 2.7913 0.3796 1.0855
C 1.7297 0.2094 0.0128
O 0.5982 1.0302 0.2668
C 0.5678 2.1898 -0.5541
H 3.2218 3.5497 1.8215
H 1.7883 2.5393 2.0785
H 3.2808 2.2405 3.0176
H 2.3791 0.1764 2.0783
H 3.5970 -0.3399 0.9017
H 1.3789 -0.8292 0.0280
H 2.1426 0.4129 -0.9817
H 0.3241 1.9120 -1.5862
H 1.5187 2.7263 -0.5309
H -0.2115 2.8522 -0.1789
C -1.3093 8.6362 -0.1561
O -2.4308 7.7777 -0.0173
C -2.3957 6.6834 -0.9240
C -1.9657 5.4041 -0.2283
O -0.6021 5.4681 0.1785
C -0.4627 5.7144 1.5690
H -1.3072 9.3291 0.6851
H -0.3694 8.0784 -0.1507
H -1.3904 9.2124 -1.0835
H -1.7451 6.9016 -1.7764
H -3.4144 6.5510 -1.3025
H -2.0481 4.5740 -0.9383
H -2.6168 5.1851 0.6236
H -0.7498 4.8242 2.1389
H -1.0645 6.5675 1.8903
H 0.5862 5.9338 1.7706
C 6.9973 -0.9320 0.9951
O 5.8675 -1.7812 1.1415
C 5.8971 -2.8816 0.2402
C 6.3176 -4.1599 0.9446
O 7.6772 -4.1012 1.3507
C 7.8230 -3.8466 2.7395
H 7.0066 -0.2336 1.8314
H 7.9317 -1.4980 1.0028
H 6.9195 -0.3613 0.0640
H 6.5496 -2.6719 -0.6128
H 4.8763 -3.0094 -0.1389
H 6.2313 -4.9937 0.2399
H 5.6636 -4.3692 1.7970
H 7.5321 -4.7305 3.3156
H 7.2281 -2.9869 3.0574
H 8.8735 -3.6333 2.9359
C -7.2486 -3.3848 -1.1201
O -6.6779 -3.5593 0.1671
C -5.4640 -2.8376 0.3279
C -5.6729 -1.5751 1.1459
O -6.4620 -0.6289 0.4386
C -7.8052 -0.5835 0.8986
H -8.2547 -3.8026 -1.1041
H -7.3141 -2.3289 -1.3938
H -6.6578 -3.9242 -1.8695
H -5.0169 -2.6034 -0.6438
H -4.7731 -3.4949 0.8685
H -4.6989 -1.1076 1.3253
H -6.1188 -1.8088 2.1172
H -7.8484 -0.1093 1.8837
H -8.2487 -1.5808 0.9498
H -8.3830 0.0178 0.1970
*
```

orbital gap = 5.1 eV
largest force on an atom = 4.08 eV/A
E_tot = -2195.2460 Eh
LUMO energy = -5.6 eV